Record 1
{
  "formula": "C51H58BrN4OP3Ti",
  "method": "ωB97M-V/def2-TZVPD",
  "homo_ha": -0.492,
  "charge": 2,
  "relative_energy_kj_mol": 0.0,
  "fmax_ev_per_a": 0.10,
  "homo_lumo_gap_ha": 0.2886,
  "lumo_energy_ev": -5.54,
  "symbols": ["Ti", "O", "C", "C", "C", "C", "C", "C", "P", "C", "C", "C", "C", "C", "C", "C", "C", "C", "C", "C", "C", "C", "C", "C", "C", "C", "C", "P", "C", "C", "C", "C", "C", "C", "C", "C", "C", "C", "C", "C", "H", "H", "H", "H", "H", "H", "H", "H", "H", "H", "H", "H", "H", "H", "H", "H", "H", "H", "H", "H", "H", "H", "H", "H", "H", "H", "H", "H", "Br", "N", "P", "N", "C", "C", "C", "C", "C", "N", "C", "C", "C", "C", "C", "N", "C", "C", "C", "C", "C", "H", "H", "H", "H", "H", "H", "H", "H", "H", "H", "H", "H", "H", "H", "H", "H", "H", "H", "H", "H", "H", "H", "H", "H", "H", "H", "H", "H", "H", "H"],
  "xyz": [[-0.7064, 0.7847, 0.9350], [-1.3845, 0.4160, 3.1625], [-2.7747, 0.2558, 3.3353], [-3.4637, 0.9274, 4.3195], [-4.8406, 0.7473, 4.3840], [-5.4933, -0.0733, 3.4740], [-4.7793, -0.7145, 2.4713], [-3.4003, -0.5535, 2.3995], [-2.3216, -1.1548, 1.0818], [-3.3877, -1.7350, -0.2400], [-4.1720, -0.7952, -0.9121], [-5.0019, -1.2067, -1.9409], [-5.0389, -2.5473, -2.3097], [-4.2537, -3.4793, -1.6462], [-3.4266, -3.0776, -0.6055], [-1.3728, -2.5235, 1.7735], [-1.8896, -3.3362, 2.7818], [-1.1103, -4.3506, 3.3148], [0.1833, -4.5540, 2.8496], [0.7028, -3.7457, 1.8483], [-0.0714, -2.7272, 1.3108], [-0.5261, 0.0761, 4.2221], [-0.9505, -0.6366, 5.3262], [-0.0231, -0.9245, 6.3199], [1.2977, -0.5164, 6.2066], [1.7074, 0.1710, 5.0763], [0.7950, 0.4764, 4.0691], [1.2699, 1.2587, 2.5136], [2.9799, 0.7390, 2.2614], [4.0364, 1.6387, 2.3484], [5.3418, 1.1796, 2.2154], [5.5876, -0.1669, 1.9979], [4.5298, -1.0659, 1.9049], [3.2281, -0.6158, 2.0343], [1.2530, 3.0465, 2.7263], [1.0794, 3.6514, 3.9670], [1.0526, 5.0363, 4.0554], [1.1995, 5.8102, 2.9136], [1.3717, 5.2074, 1.6729], [1.3916, 3.8272, 1.5762], [-2.9458, 1.5737, 5.0156], [-5.4068, 1.2624, 5.1480], [-6.5652, -0.2004, 3.5358], [-5.2911, -1.3262, 1.7392], [-4.1311, 0.2520, -0.6316], [-5.6181, -0.4838, -2.4588], [-5.6877, -2.8656, -3.1151], [-4.2909, -4.5223, -1.9315], [-2.8177, -3.8058, -0.0837], [-2.8965, -3.1758, 3.1486], [-1.5118, -4.9864, 4.0925], [0.7867, -5.3479, 3.2693], [1.7087, -3.9120, 1.4841], [0.3298, -2.0965, 0.5228], [-1.9750, -0.9650, 5.4217], [-0.3442, -1.4794, 7.1912], [2.0080, -0.7457, 6.9885], [2.7442, 0.4626, 4.9621], [3.8480, 2.6893, 2.5293], [6.1653, 1.8770, 2.2917], [6.6055, -0.5209, 1.9018], [4.7259, -2.1172, 1.7387], [2.4023, -1.3174, 1.9764], [0.9672, 3.0490, 4.8599], [0.9194, 5.5106, 5.0183], [1.1784, 6.8891, 2.9890], [1.4846, 5.8147, 0.7849], [1.5203, 3.3527, 0.6071], [-2.2015, 2.5814, 0.6595], [0.0714, 0.4648, -0.5520], [0.4519, 0.1828, -2.1190], [-0.1173, 1.4486, -2.9934], [-0.0137, 1.4320, -4.4666], [-1.1819, 2.1875, -5.0842], [-1.2595, 3.6123, -4.5437], [-1.2921, 3.6028, -3.0186], [-0.1133, 2.8220, -2.4600], [2.0721, -0.0769, -2.1633], [2.7056, -0.5518, -3.4178], [3.7095, 0.4675, -3.9335], [4.8627, 0.6443, -2.9351], [4.3838, 0.3876, -1.4996], [2.9300, 0.7927, -1.3270], [-0.2192, -1.1498, -2.7733], [0.2726, -2.4982, -2.4446], [0.2769, -3.3777, -3.6868], [-1.1104, -3.4247, -4.3209], [-1.6204, -2.0134, -4.5982], [-1.5839, -1.1726, -3.3305], [0.0076, 0.4009, -4.8150], [0.9307, 1.9034, -4.7670], [-2.1131, 1.6572, -4.8613], [-1.0647, 2.1905, -6.1691], [-2.1361, 4.1224, -4.9428], [-0.3848, 4.1763, -4.8840], [-2.2172, 3.1399, -2.6624], [-1.2652, 4.6198, -2.6232], [-0.1585, 2.7841, -1.3753], [0.8260, 3.3143, -2.7481], [1.9304, -0.7457, -4.1574], [3.2055, -1.5061, -3.2247], [3.1921, 1.4179, -4.0917], [4.0812, 0.1501, -4.9079], [5.2691, 1.6528, -3.0215], [5.6766, -0.0402, -3.1758], [4.9931, 0.9345, -0.7800], [4.4758, -0.6712, -1.2440], [2.8086, 1.8487, -1.6064], [2.6213, 0.6843, -0.2915], [-0.3942, -2.9381, -1.6902], [1.2674, -2.4204, -2.0085], [0.6103, -4.3797, -3.4109], [1.0018, -2.9830, -4.4045], [-1.8023, -3.9263, -3.6349], [-1.0913, -4.0132, -5.2380], [-2.6459, -2.0404, -4.9717], [-1.0089, -1.5426, -5.3743], [-2.2554, -1.6130, -2.5890], [-1.9141, -0.1525, -3.5103]],
  "mulliken_charge": [0.10, 1.21, -0.87, -0.45, -0.77, -0.93, -0.56, -0.26, 2.51, 0.62, -0.51, -0.78, -0.65, -0.71, -0.59, 0.21, -0.59, -0.77, -0.88, -0.89, 0.30, 0.34, -0.66, -0.95, -0.98, -0.71, -0.64, 2.68, 0.33, -0.67, -0.82, -0.75, -0.53, -0.11, 0.39, -0.58, -0.81, -0.68, -0.75, -0.06, 0.62, 0.49, 0.49, 0.62, 0.46, 0.48, 0.45, 0.51, 0.43, 0.54, 0.48, 0.45, 0.56, 0.51, 0.58, 0.49, 0.49, 0.59, 0.53, 0.45, 0.40, 0.48, 0.17, 0.48, 0.46, 0.43, 0.50, 0.27, -0.58, 0.12, -1.38, 1.10, -0.36, -0.71, -0.93, -0.78, -0.05, 0.73, -0.57, -0.71, -1.00, -0.74, 0.59, 0.96, -0.54, -1.04, -0.64, -0.95, 0.57, 0.10, 0.32, 0.24, 0.42, 0.46, 0.30, 0.25, 0.37, -0.45, 0.29, 0.37, 0.48, 0.03, 0.53, 0.44, 0.31, 0.29, 0.34, 0.22, -0.81, 0.06, 0.63, 0.44, 0.27, 0.11, 0.51, 0.41, 0.28, -0.80, 0.29]
}

Record 2
{
  "formula": "C3H13NO4",
  "method": "ωB97M-V/def2-TZVPD",
  "homo_ha": -0.347,
  "charge": 0,
  "relative_energy_kj_mol": 167.9,
  "fmax_ev_per_a": 1.31,
  "smiles": "NCCC=O.O.O.O",
  "homo_lumo_gap_ha": 0.3600,
  "lumo_energy_ev": 0.36,
  "symbols": ["N", "C", "C", "C", "O", "H", "H", "H", "H", "H", "H", "H", "O", "H", "H", "O", "H", "H", "O", "H", "H"],
  "xyz": [[0.0831, 0.4256, 1.0805], [0.8415, -0.0274, -0.0727], [0.0430, -0.1918, -1.3962], [0.7497, 0.5256, -2.5223], [0.9754, 1.7049, -2.5493], [-0.4966, 1.2074, 0.8042], [-0.5577, -0.3324, 1.2759], [1.6598, 0.6833, -0.1886], [1.3855, -0.9400, 0.1561], [-1.0072, 0.0752, -1.2347], [-0.0874, -1.2597, -1.6240], [1.1519, -0.1930, -3.2631], [-1.7262, -2.0752, 0.9853], [-2.3540, -1.5640, 1.5175], [-1.8400, -2.9774, 1.3185], [-0.8917, 2.8616, -0.6160], [-0.4361, 2.5167, -1.4010], [-0.5444, 3.7723, -0.5737], [1.3129, -1.6774, 2.7581], [1.3209, -0.7521, 2.4544], [0.4175, -1.7821, 3.0911]],
  "mulliken_charge": [-0.66, -0.49, -0.68, 0.02, -0.50, 0.32, 0.15, 0.44, 0.37, 0.36, 0.37, 0.30, -0.62, 0.31, 0.29, -0.65, 0.34, 0.30, -0.67, 0.40, 0.29]
}

Record 3
{
  "formula": "C31H26Cl4F4O2",
  "method": "ωB97M-V/def2-TZVPD",
  "homo_ha": -0.312,
  "charge": 0,
  "relative_energy_kj_mol": 30.1,
  "fmax_ev_per_a": 1.43,
  "smiles": "ClC(Cl)(Cl)Cl.Oc1ccc(O)cc1.Fc1ccccc1.Fc1ccccc1.Fc1ccccc1.Fc1ccccc1",
  "homo_lumo_gap_ha": 0.3251,
  "lumo_energy_ev": 0.35,
  "symbols": ["Cl", "C", "Cl", "Cl", "Cl", "O", "C", "C", "C", "C", "O", "C", "C", "H", "H", "H", "H", "H", "H", "F", "C", "C", "C", "C", "C", "C", "H", "H", "H", "H", "H", "F", "C", "C", "C", "C", "C", "C", "H", "H", "H", "H", "H", "F", "C", "C", "C", "C", "C", "C", "H", "H", "H", "H", "H", "F", "C", "C", "C", "C", "C", "C", "H", "H", "H", "H", "H"],
  "xyz": [[-0.2840, -5.1221, 2.1925], [-1.9432, -4.5942, 2.0086], [-3.0784, -5.9090, 2.4086], [-2.2411, -3.2466, 3.1476], [-2.2468, -3.9719, 0.3922], [-2.4788, -3.6953, -4.8174], [-2.4897, -2.5531, -4.0363], [-2.8616, -1.3307, -4.5814], [-2.8612, -0.1575, -3.8165], [-2.4040, -0.2672, -2.5113], [-2.3141, 0.8518, -1.7043], [-1.9923, -1.4691, -1.9463], [-2.0788, -2.6158, -2.7218], [-2.1242, -3.4381, -5.6754], [-3.2136, -1.2534, -5.6050], [-3.2000, 0.7917, -4.2040], [-2.1788, 1.6411, -2.2347], [-1.5895, -1.4010, -0.9477], [-1.7889, -3.5878, -2.3391], [4.1872, 7.2823, -1.9139], [3.3467, 6.2468, -1.8992], [2.9520, 5.7423, -0.6872], [2.1147, 4.6272, -0.6409], [1.6760, 4.0497, -1.8096], [2.1073, 4.5623, -3.0454], [2.9343, 5.6633, -3.0952], [3.3683, 6.1824, 0.2105], [1.8404, 4.2320, 0.3278], [1.0600, 3.1604, -1.7675], [1.6573, 4.1935, -3.9576], [3.2798, 6.0805, -4.0319], [2.7880, -5.6580, 5.3682], [2.9372, -6.0636, 4.1002], [2.9744, -5.1713, 3.0381], [2.8884, -5.6662, 1.7519], [2.8477, -7.0263, 1.4647], [2.9144, -7.9026, 2.5483], [2.9800, -7.4225, 3.8487], [3.0762, -4.1214, 3.2854], [2.7038, -4.9353, 0.9700], [2.7478, -7.3744, 0.4484], [2.9516, -8.9714, 2.3805], [2.9318, -8.1383, 4.6606], [-5.8129, 5.3618, 1.3920], [-4.5335, 5.2104, 1.0029], [-4.1465, 5.8156, -0.1898], [-2.8251, 5.7178, -0.5970], [-1.9460, 4.9487, 0.1657], [-2.3868, 4.2172, 1.2509], [-3.6895, 4.3796, 1.7140], [-4.8058, 6.3919, -0.8255], [-2.5338, 6.2653, -1.4819], [-0.9433, 4.8470, -0.2374], [-1.6958, 3.5377, 1.7310], [-4.0440, 3.8482, 2.5858], [3.4763, -1.9116, 2.1219], [2.4744, -1.0699, 1.8500], [1.2163, -1.5803, 1.5935], [0.1608, -0.7304, 1.2951], [0.4001, 0.6508, 1.3380], [1.6663, 1.1609, 1.5885], [2.7047, 0.2818, 1.7985], [1.1475, -2.6638, 1.5717], [-0.8463, -1.1023, 1.1806], [-0.4506, 1.2938, 1.1430], [1.8074, 2.2267, 1.4824], [3.7095, 0.6597, 1.9626]],
  "mulliken_charge": [0.03, 0.19, -0.11, -0.11, -0.05, -0.55, 0.06, -0.32, -0.85, 0.38, -0.40, 0.12, -0.26, 0.32, 0.35, 0.39, 0.25, 0.13, 0.41, -0.31, 0.36, -0.55, -0.15, -0.46, -0.51, -0.42, 0.40, 0.32, 0.57, 0.34, 0.41, -0.30, 0.47, -0.48, -0.29, -0.56, -0.34, -0.41, 0.35, 0.39, 0.42, 0.36, 0.38, -0.31, 0.21, -0.42, -0.50, -0.22, -0.18, -0.53, 0.41, 0.40, 0.29, 0.41, 0.44, -0.28, 0.11, 0.30, -0.56, -0.45, -0.23, -0.45, 0.12, 0.45, 0.36, 0.24, 0.41]
}

Record 4
{
  "formula": "C19H31BiNO6",
  "method": "ωB97M-V/def2-TZVPD",
  "homo_ha": -0.471,
  "charge": 1,
  "fmax_ev_per_a": 0.32,
  "homo_lumo_gap_ha": 0.3435,
  "lumo_energy_ev": -3.47,
  "symbols": ["Bi", "O", "C", "C", "N", "C", "C", "O", "O", "C", "C", "O", "O", "H", "H", "H", "H", "H", "H", "H", "H", "H", "C", "C", "C", "C", "C", "C", "C", "C", "C", "H", "H", "H", "H", "H", "H", "H", "H", "H", "H", "H", "H", "C", "C", "O", "C", "C", "H", "H", "H", "H", "H", "H", "H", "H", "H", "H"],
  "xyz": [[0.1328, -0.2183, 0.0997], [-0.4182, 2.0973, 0.3044], [-0.2856, 2.6018, 1.6542], [1.0611, 2.1156, 2.1222], [1.1987, 0.6258, 2.1097], [0.5298, 0.0025, 3.2685], [-0.9705, -0.1102, 3.0299], [-1.7488, -0.0665, 3.9441], [-1.2906, -0.3175, 1.7654], [2.6323, 0.2873, 1.9856], [3.1160, 0.5491, 0.5604], [4.2734, 0.7892, 0.3483], [2.1695, 0.4565, -0.3561], [-1.3068, 2.2203, -0.0661], [-0.2839, 3.6899, 1.6339], [-1.1194, 2.2594, 2.2645], [1.8170, 2.5201, 1.4504], [1.2688, 2.4832, 3.1293], [0.9186, -1.0123, 3.3789], [0.7240, 0.5473, 4.1913], [3.2466, 0.8426, 2.6934], [2.7545, -0.7797, 2.1886], [3.2318, -2.6161, -0.4203], [1.7366, -2.7694, -0.4893], [0.9557, -2.9031, 0.6717], [-0.4188, -3.1955, 0.6150], [-1.2016, -3.4996, 1.8657], [-1.0283, -3.2108, -0.6360], [-0.2928, -3.0223, -1.8102], [-0.9528, -3.1410, -3.1597], [1.0832, -2.8031, -1.7191], [3.5494, -1.6016, -0.6668], [3.7036, -3.2782, -1.1469], [3.6144, -2.8745, 0.5668], [1.4493, -2.9289, 1.6416], [-1.6053, -2.5900, 2.3160], [-0.5755, -4.0000, 2.6047], [-2.0438, -4.1513, 1.6362], [-2.0884, -3.4348, -0.7043], [-0.8842, -2.2085, -3.7217], [-2.0046, -3.4075, -3.0701], [-0.4570, -3.9075, -3.7570], [1.6666, -2.7067, -2.6300], [-3.6943, 0.3174, -0.5332], [-2.9323, 0.1685, -1.8230], [-1.7086, 0.9179, -1.7375], [-1.0212, 0.9670, -3.0014], [0.1416, 1.9239, -2.9275], [-4.6198, -0.2572, -0.5938], [-3.9618, 1.3624, -0.3600], [-3.1312, -0.0441, 0.3332], [-3.5103, 0.5491, -2.6674], [-2.6909, -0.8801, -2.0312], [-1.7353, 1.2747, -3.7666], [-0.6809, -0.0440, -3.2562], [-0.1958, 2.9300, -2.6729], [0.6307, 1.9677, -3.9014], [0.9001, 1.6152, -2.2031]],
  "mulliken_charge": [2.23, -0.32, -0.67, -0.75, -0.27, -0.70, 0.38, -0.62, -0.44, -0.57, 0.41, -0.63, -0.97, 0.31, 0.50, 0.36, 0.39, 0.40, 0.30, 0.38, 0.35, 0.32, -1.70, 0.79, -0.41, 0.48, -1.66, -0.51, 0.89, -1.61, -0.43, 0.28, 0.47, 0.39, 0.45, 0.23, 0.41, 0.45, 0.44, 0.27, 0.37, 0.45, 0.53, -1.08, -0.02, -0.38, 0.01, -1.00, 0.46, 0.33, 0.02, 0.49, -0.02, 0.51, -0.13, 0.30, 0.48, 0.07]
}

Question: What is the formula in the first record?
Answer: C51H58BrN4OP3Ti